Entry from the OMol25 dataset: a molecular structure, C16H26CuF6N5O7S2 at a distorted geometry (ωB97M-V with the def2-TZVPD basis set).

Each line ends with the natural charge from an NBO analysis.
Cartesian coordinates (Å):
Cu: -0.106 0.087 -0.186  0.882
C: 0.394 -2.314 -2.691  0.773
F: 0.513 -0.977 -2.862  -0.331
F: 0.782 -2.851 -3.805  -0.287
F: 1.183 -2.689 -1.658  -0.319
S: -1.462 -2.699 -2.306  2.098
O: -2.149 -2.451 -3.594  -0.877
O: -1.550 -4.128 -1.958  -0.900
N: -1.708 -1.625 -1.021  -1.245
S: -3.211 -1.253 -1.224  2.160
O: -3.543 -0.369 -2.354  -0.921
O: -4.095 -2.389 -1.174  -0.936
C: -3.567 -0.253 0.410  0.783
F: -3.383 -1.050 1.495  -0.328
F: -2.615 0.723 0.369  -0.316
F: -4.813 0.076 0.429  -0.280
C: 0.716 -2.721 3.441  -0.715
C: 0.118 -2.112 2.217  0.686
O: 0.386 -0.984 1.750  -0.745
N: -0.904 -2.717 1.582  -0.592
C: -1.434 -4.082 1.860  -0.440
H: -0.068 -3.078 4.109  0.237
H: 1.353 -2.040 4.006  0.239
H: 1.323 -3.591 3.191  0.242
H: -1.095 -2.235 0.715  0.436
H: -2.506 -4.257 1.766  0.228
H: -1.142 -4.561 2.795  0.205
H: -1.035 -4.694 1.052  0.216
C: -1.369 1.136 4.244  -0.705
C: -0.471 1.594 3.045  0.703
O: -0.903 2.018 1.960  -0.667
N: 0.814 1.583 3.366  -0.603
C: 1.813 2.174 2.523  -0.435
H: -1.123 1.896 4.986  0.219
H: -1.092 0.115 4.507  0.224
H: -2.438 1.148 4.034  0.240
H: 1.093 1.492 4.333  0.391
H: 1.423 3.136 2.191  0.212
H: 2.079 1.362 1.846  0.234
H: 2.753 2.451 3.002  0.201
C: 3.001 1.644 -2.443  -0.714
C: 3.118 0.763 -1.190  0.701
O: 2.110 0.438 -0.590  -0.697
N: 4.287 0.242 -0.886  -0.596
C: 5.560 0.187 -1.654  -0.420
H: 3.391 2.653 -2.312  0.233
H: 1.958 1.675 -2.758  0.254
H: 3.601 1.154 -3.210  0.217
H: 4.142 -0.542 -0.267  0.403
H: 5.728 -0.852 -1.938  0.209
H: 6.364 0.472 -0.976  0.206
H: 5.669 0.915 -2.458  0.221
N: -0.746 1.824 -1.621  -0.541
C: -1.315 1.654 -2.816  0.071
C: -2.171 2.529 -3.483  -0.243
C: -2.316 3.762 -2.893  -0.155
C: -1.765 3.971 -1.598  -0.267
C: -0.947 3.005 -1.004  0.044
H: -0.994 0.717 -3.247  0.209
H: -2.525 2.188 -4.445  0.236
H: -2.829 4.594 -3.352  0.217
H: -1.869 4.954 -1.164  0.217
H: -0.409 3.183 -0.085  0.225

- frontier orbital gap (hartree) = 0.31272
- HOMO (eV) = -8.27
- multiplicity = 1
- E_tot (a.u.) = -4461.74776
- energy above the lowest of the compared OMol25 structures with the same formula, charge and spin (kJ/mol) = 0.0
- net charge = 0